C3H7IN | wB97M-V/def2-TZVPD

```
12
Properties=species:S:1:pos:R:3:nbo_charge:R:1
C -0.42060 0.13674 -1.24224 0.154
C 1.59860 -1.44973 -0.22280 -0.395
C -0.53201 1.26927 0.83429 -0.470
N -1.06505 0.30812 -0.16834 -0.414
I 0.90943 -3.33002 0.20819 0.356
H 0.13141 1.01068 -1.60354 0.240
H -0.67897 -0.78030 -1.74649 0.238
H 2.56425 -1.37168 0.33735 0.135
H -0.20407 2.25401 0.48160 0.249
H -1.28599 1.49782 1.66715 0.258
H 0.44155 0.87557 1.15504 0.234
H -1.45855 -0.42049 0.29978 0.414
```

The charge is +1. The calculation puts the energy relative to the best compared isomer or geometry (same formula, charge and spin) at 4.996 eV. The calculation puts the gap between HOMO and LUMO at 7.6613 eV. As for the LUMO energy: -5.5017 eV. As for the spin multiplicity: 1.

=====

CH7NS | wB97M-V/def2-TZVPD

```
10
Properties=species:S:1:pos:R:3:nbo_charge:R:1
S 2.40779 2.47903 -1.45283 -0.414
H 3.07806 1.75104 -2.37291 0.218
C -1.17718 -1.49593 0.70834 -0.408
N -0.89378 -0.11090 0.46813 -0.866
H -1.72573 -1.72743 1.63335 0.198
H -1.77424 -1.96114 -0.11574 0.182
H -0.16539 -2.04083 0.78759 0.173
H 1.24315 2.42663 -0.89054 0.197
H -0.99224 0.56856 1.19405 0.363
H -0.00045 0.11096 0.04056 0.357
```

The calculation puts the energy relative to the best compared isomer or geometry (same formula, charge and spin) at 1.880 eV. The calculation puts the gap between HOMO and LUMO at 9.4467 eV. As for the LUMO energy: 0.4542 eV. As for the spin multiplicity: 1.

=====

Number 1: HOMO -13.16 eV. Number 2: HOMO -8.99 eV.